1.
Formula: C3H8N3
Source: OMol25
Level of theory: wB97M-V/def2-TZVPD

```
14
Properties=species:S:1:pos:R:3:lowdin_charge:R:1
C 3.197 0.082 0.407 0.083
C -0.604 -0.139 -0.098 -0.314
C -1.619 -1.293 -0.036 -0.028
N 1.911 0.017 0.163 0.007
N 0.722 -0.137 -0.113 0.097
N -1.214 1.211 -0.160 0.198
H 3.623 0.250 1.307 0.037
H 3.890 0.033 -0.414 0.076
H -2.505 -0.779 -0.520 0.081
H -1.810 -1.785 0.948 0.098
H -1.460 -2.010 -0.955 0.126
H -2.039 1.119 0.413 0.148
H -1.491 1.555 -1.201 0.247
H -0.602 1.876 0.260 0.147
```

Results
SMILES: C=N/N=C(/C)[NH3+]
Energy above the lowest of the compared OMol25 structures with the same formula, charge and spin in kcal per mole: 132.20
DFT total energy in eV: -7699.546
Total charge: +1
Kohn-Sham gap in Ha: 0.3340
Max |F| in eV/A: 5.68

2.
Formula: C3H8N3
Source: OMol25
Level of theory: wB97M-V/def2-TZVPD

```
14
Properties=species:S:1:pos:R:3:lowdin_charge:R:1
C 1.206 -1.061 1.239 -0.038
C 0.082 -0.182 -0.012 -0.372
C -0.767 0.597 -2.133 0.095
N -0.166 -0.916 1.151 0.146
N 1.451 -0.388 0.089 0.208
N -0.856 0.197 -0.894 0.068
H 1.722 -1.659 1.988 0.152
H -0.310 1.303 1.504 0.025
H 0.155 0.872 -2.569 0.084
H -1.601 0.390 -2.747 0.085
H -0.364 2.189 1.754 0.099
H -0.943 -1.151 1.679 0.140
H 2.141 -0.267 -0.566 0.140
H -1.751 0.077 -0.483 0.168
```

Results
Energy above the lowest of the compared OMol25 structures with the same formula, charge and spin in kcal per mole: 144.25
DFT total energy in eV: -7699.023
Total charge: +1
Kohn-Sham gap (spin up / spin down) in Ha: 0.2904 / 0.2771
Max |F| in eV/A: 4.40

3.
Formula: C3H8N3O
Source: OMol25
Level of theory: wB97M-V/def2-TZVPD

```
15
Properties=species:S:1:pos:R:3:lowdin_charge:R:1
C 2.100 0.971 -0.872 -0.091
C 0.167 0.423 -1.028 -0.211
C -1.089 -0.405 1.367 -0.188
N 0.881 1.620 -0.875 -0.016
N 1.473 -0.236 -1.063 0.046
N -2.265 -0.687 0.907 0.207
O -0.124 -1.294 1.627 0.085
H 3.141 1.261 -0.764 0.132
H -0.491 0.487 -1.904 0.095
H -0.890 0.518 1.770 0.129
H 1.811 -1.095 -1.413 0.120
H 0.931 2.476 -0.245 0.174
H -2.945 -0.091 0.504 0.134
H -2.525 -1.690 0.765 0.172
H -0.177 -2.258 1.223 0.212
```

Results
Energy above the lowest of the compared OMol25 structures with the same formula, charge and spin in kcal per mole: 105.88
DFT total energy in eV: -9747.872
Total charge: +1
Kohn-Sham gap (spin up / spin down) in Ha: 0.2716 / 0.2716
Max |F| in eV/A: 5.57

4.
Formula: C3H8N3O
Source: OMol25
Level of theory: wB97M-V/def2-TZVPD

```
15
Properties=species:S:1:pos:R:3:lowdin_charge:R:1
C 1.885 -0.284 -0.734 -0.111
C -2.097 0.770 1.208 -0.268
C -3.232 1.287 0.910 0.055
N 2.464 0.673 0.016 0.152
N -0.019 -1.528 -1.081 0.065
N 0.851 -0.914 -0.249 -0.028
O -1.042 0.366 1.406 0.137
H 2.276 -0.211 -1.746 0.172
H -3.930 1.533 1.681 0.081
H 0.480 -1.880 -1.945 0.142
H -3.411 1.488 -0.080 0.051
H 3.382 0.776 -0.380 0.114
H 2.253 1.037 0.968 0.161
H -0.407 -2.390 -0.695 0.120
H 0.546 -0.722 0.720 0.157
```

Results
Energy above the lowest of the compared OMol25 structures with the same formula, charge and spin in kcal per mole: 66.90
DFT total energy in eV: -9749.563
Total charge: +1
Kohn-Sham gap in Ha: 0.3278
Max |F| in eV/A: 3.70

5.
Formula: C3H8N3O
Source: OMol25
Level of theory: wB97M-V/def2-TZVPD

```
15
Properties=species:S:1:pos:R:3:lowdin_charge:R:1
C 2.644 1.088 -0.275 -0.145
C -1.564 0.386 0.332 -0.141
C 0.232 -1.176 0.432 -0.223
N 1.462 1.052 0.022 0.097
N -2.683 0.819 -0.232 0.174
N -0.894 -0.663 -0.116 0.092
O 0.825 -2.145 -0.256 0.091
H 3.150 2.043 -0.460 0.084
H 3.314 0.233 -0.387 0.078
H -1.171 0.900 1.199 0.155
H 0.500 -0.916 1.442 0.142
H -3.141 1.638 0.132 0.132
H -3.084 0.377 -1.046 0.134
H -1.162 -1.100 -0.999 0.192
H 1.572 -2.536 0.212 0.138
```

Results
Energy above the lowest of the compared OMol25 structures with the same formula, charge and spin in kcal per mole: 84.96
DFT total energy in eV: -9748.780
Total charge: +1
Kohn-Sham gap (spin up / spin down) in Ha: 0.3411 / 0.2594
Max |F| in eV/A: 1.55

6.
Formula: C3H8N3O
Source: OMol25
Level of theory: wB97M-V/def2-TZVPD

```
15
Properties=species:S:1:pos:R:3:lowdin_charge:R:1
C -1.200 0.432 0.725 -0.187
C 2.311 -0.134 -0.123 -0.117
C -2.114 -0.350 0.197 -0.222
N 1.552 -0.996 0.545 0.191
N -2.812 -0.021 -0.875 0.032
N 1.825 1.063 -0.527 0.181
O -0.358 0.990 1.360 0.081
H 3.286 -0.590 -0.462 0.180
H -2.042 -1.423 0.570 0.170
H 2.109 -1.790 0.908 0.160
H 0.730 -0.693 0.973 0.055
H -3.027 0.936 -1.150 0.119
H -3.630 -0.584 -1.089 0.110
H 0.878 1.338 -0.299 0.092
H 2.495 1.821 -0.753 0.156
```

Results
Energy above the lowest of the compared OMol25 structures with the same formula, charge and spin in kcal per mole: 50.89
DFT total energy in eV: -9750.257
Total charge: +1
Kohn-Sham gap in Ha: 0.2752
Max |F| in eV/A: 5.12

7.
Formula: C3H8N3O
Source: OMol25
Level of theory: wB97M-V/def2-TZVPD

```
15
Properties=species:S:1:pos:R:3:lowdin_charge:R:1
C -0.273 0.673 -0.344 -0.102
C 1.912 0.392 0.137 -0.131
C -1.411 -0.027 -0.073 -0.427
N -1.412 -1.373 0.028 0.166
N -2.587 0.609 0.105 0.154
N 3.065 -0.261 0.084 0.229
O 0.864 -0.089 -0.370 0.062
H -0.179 1.739 -0.244 0.120
H 1.921 1.387 0.582 0.179
H -0.586 -1.884 -0.229 0.109
H -2.277 -1.880 0.057 0.119
H -3.442 0.096 0.225 0.116
H -2.644 1.607 0.029 0.117
H 3.923 0.168 0.390 0.141
H 3.125 -1.157 -0.378 0.147
```

Results
SMILES: NC(N)=COC=[NH2+]
Energy above the lowest of the compared OMol25 structures with the same formula, charge and spin in kcal per mole: 26.19
DFT total energy in eV: -9751.328
Total charge: +1
Kohn-Sham gap in Ha: 0.2900
Max |F| in eV/A: 2.17

8.
Formula: C3H8N3O
Source: OMol25
Level of theory: wB97M-V/def2-TZVPD

```
15
Properties=species:S:1:pos:R:3:lowdin_charge:R:1
C -1.947 -0.923 -0.058 -0.009
C -2.318 0.523 -0.216 -0.060
C 1.191 -0.076 0.193 -0.389
N -1.105 0.224 0.534 -0.082
N 0.117 0.530 0.162 0.092
N 2.406 0.867 -0.082 0.283
O 1.623 -1.328 0.211 0.140
H -2.443 -1.624 0.556 0.091
H -1.406 -1.441 -0.808 0.096
H -2.088 0.813 -1.175 0.087
H -3.027 1.138 0.189 0.092
H 1.982 1.786 -0.572 0.249
H 2.949 0.292 -0.703 0.154
H 2.761 1.018 0.786 0.111
H 1.305 -1.799 0.982 0.144
```

Results
SMILES: [NH3+]/C(O)=N/N1CC1
Energy above the lowest of the compared OMol25 structures with the same formula, charge and spin in kcal per mole: 105.06
DFT total energy in eV: -9747.908
Total charge: +1
Kohn-Sham gap in Ha: 0.3520
Max |F| in eV/A: 6.27

9.
Formula: C3H8N3O
Source: OMol25
Level of theory: wB97M-V/def2-TZVPD

```
15
Properties=species:S:1:pos:R:3:lowdin_charge:R:1
C -0.203 0.636 0.095 -0.121
C 0.566 0.127 1.313 -0.156
C -2.078 0.144 -1.314 -0.087
N -0.950 -0.233 -0.667 0.081
N 1.638 0.445 0.475 -0.046
N 2.401 -0.522 0.174 0.075
O -2.808 1.261 -1.435 0.136
H -0.200 1.673 -0.048 0.114
H 0.524 0.844 2.211 0.152
H 0.511 -0.881 1.561 0.093
H -2.521 -0.705 -1.898 0.174
H 2.905 -0.430 -0.651 0.102
H -0.517 -1.170 -0.786 0.194
H 2.312 -1.508 0.412 0.133
H -2.842 2.068 -0.899 0.156
```

Results
Energy above the lowest of the compared OMol25 structures with the same formula, charge and spin in kcal per mole: 120.12
DFT total energy in eV: -9747.255
Total charge: +1
Kohn-Sham gap (spin up / spin down) in Ha: 0.2738 / 0.2739
Max |F| in eV/A: 4.29

> Among the records above, which one has the lowest DFT total energy?

number 7